#w
The following is a DFT calculation (ωB97M-V/def2-TZVPD) of an isolated molecule of C7H12N4O.

```
24
Properties=species:S:1:pos:R:3
C -1.475 -0.708 -0.170
C 0.545 -0.138 -0.534
C -1.447 -1.642 -1.315
C 0.508 2.154 0.285
C 2.605 0.861 0.308
C 0.619 0.254 1.871
C 1.067 0.724 0.502
N 0.752 -0.867 -1.547
N -2.353 -0.292 0.658
N -0.335 -1.581 -2.109
N -2.560 -2.265 -1.514
O -3.585 -0.816 0.508
H 0.557 2.769 1.296
H 1.113 2.777 -0.324
H -0.550 2.317 -0.010
H 3.182 1.599 0.976
H 3.076 -0.050 0.524
H 2.847 1.112 -0.777
H 0.882 0.924 2.726
H -0.404 0.124 1.967
H 1.079 -0.793 2.038
H -0.087 -2.263 -2.776
H -3.551 -1.363 -0.231
H -2.484 -2.837 -2.350
```

Calculated values
LUMO level   0.2 eV
Kohn-Sham gap   9.0 eV
Net charge   0

Atomic partial charges in e from the natural (NBO) method, atoms 1 to 2: atom 1 (C): 0.0742, atom 2 (C): 0.4068


#x
The following is a DFT calculation (ωB97M-V/def2-TZVPD) of a structure of composition C7H12N4O.

```
24
Properties=species:S:1:pos:R:3
C -4.258 0.654 0.378
C -2.938 -0.074 0.002
C -1.005 -0.381 -0.452
C 0.410 -0.320 -0.593
C 1.218 -1.254 0.608
C 3.160 -0.073 -0.359
C 2.273 1.124 0.039
H -4.709 0.554 1.339
H -5.328 0.520 -0.288
H -4.151 1.768 0.081
H 0.489 -0.962 -1.475
H 1.100 -0.773 1.307
H 0.876 -2.320 0.274
H 3.415 -1.139 1.043
H 3.913 0.049 0.164
H 3.148 0.083 -1.453
H 2.603 2.295 -0.564
H 2.355 1.335 1.109
H 0.236 1.265 0.054
N -2.970 -1.306 -0.335
N -1.793 0.608 -0.013
N 2.620 -1.190 0.313
N 0.930 1.050 -0.606
O -1.593 -1.514 -0.575
```

Calculated values
LUMO level   0.8 eV
Kohn-Sham gap   9.5 eV
Net charge   0

Atomic partial charges in e from the natural (NBO) method, atoms 1 to 2: atom 1 (C): -0.6675, atom 2 (C): 0.3138


Name the most stable of them. #w.


#w
The following is a DFT calculation (ωB97M-V/def2-TZVPD) of a cluster of 2 separate species, C3H11NO3 in total.

```
18
Properties=species:S:1:pos:R:3
N -0.324 0.038 -1.124
C 0.842 -0.382 -0.376
C 1.380 0.794 0.295
O 0.473 1.356 1.175
C 0.418 -1.639 0.588
O -0.746 -2.221 0.118
H -0.263 0.031 -2.107
H -1.154 -0.528 -0.897
H 1.905 -0.770 -0.949
H 1.600 1.555 -0.427
H 2.174 0.521 1.018
H -0.484 1.670 0.891
H 0.542 -1.364 1.760
H 1.083 -2.438 0.303
H -1.436 -1.821 0.628
O -1.851 1.992 -0.028
H -1.969 2.057 -0.996
H -2.189 1.145 0.129
```

Calculated values
SMILES string   NC(CO)CO.O
LUMO level   0.3 eV
Kohn-Sham gap   9.4 eV
Net charge   0

Atomic partial charges in e from the natural (NBO) method, atoms 1 to 2: atom 1 (N): -0.8757, atom 2 (C): -0.0721


#x
The following is a DFT calculation (ωB97M-V/def2-TZVPD) of a cluster of 3 separate species, C3H11NO3 in total.

```
18
Properties=species:S:1:pos:R:3
C -2.221 0.017 -0.045
N -0.863 0.737 0.259
C -0.138 0.846 -0.983
C -0.192 0.104 1.392
O -1.896 -1.201 -0.242
H -2.683 0.551 -0.889
H -0.794 1.401 -1.659
H 0.025 -0.177 -1.385
H 0.828 1.324 -0.828
H 0.609 0.794 1.721
H 0.247 -0.860 1.185
H -0.978 0.023 2.143
H -2.866 0.213 0.833
H 2.595 -1.699 -0.902
O 2.332 0.757 0.584
H 3.174 0.691 1.056
H 1.939 -0.414 -0.335
O 1.788 -1.194 -0.955
```

Calculated values
LUMO level   -4.4 eV
Kohn-Sham gap   4.5 eV
Net charge   0

Atomic partial charges in e from the natural (NBO) method, atoms 1 to 2: atom 1 (C): 0.0846, atom 2 (N): -0.0077


Name the most stable of them. #w.


#w
The following is a DFT calculation (ωB97M-V/def2-TZVPD) of a cluster of 4 separate species, C3H11NO3 in total.

```
18
Properties=species:S:1:pos:R:3
C 3.157 0.505 2.203
C 2.392 0.786 1.132
N 1.942 -0.217 0.285
C 1.663 0.177 -0.911
H 3.447 -0.500 2.459
H 3.756 1.284 2.646
H 2.082 1.825 0.952
H 1.732 -0.294 -1.880
H 1.165 1.158 -0.865
O -0.539 -1.621 0.829
H 0.335 -1.233 0.757
H -0.889 -1.488 1.722
O -4.504 1.355 -2.378
H -4.204 1.202 -1.484
H -4.220 0.594 -2.870
O -2.499 -0.924 -1.188
H -3.113 -1.540 -0.766
H -1.702 -1.071 -0.642
```

Calculated values
SMILES string   C=CN=C.O.O.O
LUMO level   -0.1 eV
Kohn-Sham gap   9.4 eV
Net charge   0

Atomic partial charges in e from the natural (NBO) method, atoms 1 to 2: atom 1 (C): -0.3810, atom 2 (C): -0.0517


#x
The following is a DFT calculation (ωB97M-V/def2-TZVPD) of a cluster of 3 separate species, C3H11NO3 in total.

```
18
Properties=species:S:1:pos:R:3
C 1.288 -1.302 -0.227
N 0.127 -0.833 0.483
C 0.077 -1.022 1.921
C -1.065 -0.823 -0.137
O -1.256 -1.036 -1.328
H 1.244 -2.357 -0.507
H 1.397 -0.721 -1.136
H 2.220 -1.130 0.311
H 1.038 -0.787 2.372
H -0.649 -0.363 2.397
H -0.203 -2.044 2.185
H -1.901 -0.470 0.485
O -0.710 3.121 0.164
H -0.167 2.837 -0.585
H -0.100 3.295 0.884
O -0.079 1.257 -2.289
H -0.511 1.774 -2.979
H -0.751 0.605 -2.014
```

Calculated values
SMILES string   CN(C)C=O.O.O
LUMO level   0.7 eV
Kohn-Sham gap   10.5 eV
Net charge   0

Atomic partial charges in e from the natural (NBO) method, atoms 1 to 2: atom 1 (C): -0.4287, atom 2 (N): -0.4216


Name the most stable of them. #x.